No. 1
74
Properties=species:S:1:pos:R:3:forces:R:3:mulliken_spin:R:1 method="wB97M-V/def2-TZVPD" e_homo_ev="-7.45 / -7.57" lumo_energy_ev="-1.2 / -1.0" multiplicity=2 max_force_ha_per_bohr=0.0123 charge=0 e_above_lowest_kcal_mol=0.0 s_squared=0.76
Re -0.530 0.043 0.335 0.092 -0.339 -0.524 0.7856
N -3.887 -1.487 -1.977 -0.018 0.019 -0.052 0.0000
C -3.058 -0.810 -1.167 -0.113 -0.051 -0.013 0.0051
S -1.883 -1.757 -0.250 -0.067 0.251 0.183 0.0049
N -3.210 0.477 -1.049 0.166 -0.066 0.072 -0.0049
N -2.251 1.012 -0.225 -0.169 0.159 -0.098 -0.0133
C -2.446 2.232 0.174 0.040 0.009 -0.020 -0.0406
C -1.401 2.769 0.986 0.001 0.033 -0.032 -0.0032
C -1.411 4.040 1.558 0.003 -0.009 -0.017 0.0010
C -0.343 4.434 2.327 0.008 0.004 0.005 -0.0087
C 0.723 3.551 2.518 0.016 0.012 -0.001 -0.0016
C 0.680 2.310 1.936 -0.046 -0.044 -0.041 -0.0171
N -0.360 1.924 1.171 -0.159 0.073 0.142 0.0008
H -3.821 -2.483 -2.064 0.024 0.000 -0.018 -0.0006
H -4.553 -0.975 -2.531 0.018 -0.022 0.013 -0.0005
H -3.335 2.776 -0.111 0.000 -0.010 -0.006 -0.0004
H -2.258 4.689 1.388 0.000 -0.006 -0.002 -0.0002
H -0.328 5.415 2.780 0.008 -0.003 -0.002 -0.0005
H 1.582 3.827 3.111 -0.004 0.001 0.001 0.0006
H 1.482 1.593 2.040 0.008 0.017 0.030 0.0086
Br 1.277 -2.421 6.606 0.000 -0.008 0.005 0.0014
C 1.317 -1.853 4.810 -0.004 0.015 -0.002 0.0135
C 2.502 -1.916 4.075 0.007 -0.004 -0.015 -0.0047
Br 4.088 -2.559 4.863 0.001 -0.003 0.005 0.0002
C 2.518 -1.493 2.743 -0.010 -0.002 0.029 0.0078
Br 4.084 -1.485 1.699 0.002 0.004 0.009 0.0011
C 1.352 -1.031 2.155 0.115 -0.002 -0.148 0.0176
O 1.264 -0.615 0.880 -0.052 0.081 0.071 0.1112
C 0.171 -0.933 2.902 -0.147 0.033 -0.011 0.0191
O -0.862 -0.373 2.286 0.120 -0.162 0.299 0.0612
C 0.153 -1.352 4.226 0.013 -0.025 0.002 -0.0066
Br -1.476 -1.188 5.151 0.010 -0.003 -0.002 0.0009
Cl 1.905 -0.297 -7.959 -0.015 -0.001 0.011 0.0000
C 0.665 -1.503 -7.751 0.006 0.032 -0.011 -0.0002
C 0.630 -2.563 -8.634 -0.024 -0.035 -0.013 0.0000
C -0.346 -3.538 -8.494 0.030 0.037 0.001 0.0000
C -1.247 -3.449 -7.450 -0.020 0.010 0.028 -0.0001
C -1.180 -2.395 -6.552 -0.029 -0.059 0.017 0.0001
Cl -2.262 -2.431 -5.195 0.043 0.041 0.050 -0.0001
C -0.243 -1.363 -6.689 0.032 -0.008 -0.066 0.0003
N -0.117 -0.305 -5.802 0.020 -0.059 0.160 -0.0001
C -1.160 0.555 -5.390 -0.004 0.040 -0.077 0.0007
C -2.371 0.596 -6.076 0.001 -0.011 0.001 0.0000
C -3.382 1.450 -5.670 -0.008 0.000 -0.014 -0.0003
C -3.182 2.295 -4.589 0.007 -0.007 0.004 -0.0002
C -1.963 2.279 -3.931 -0.019 -0.036 0.041 -0.0007
C -0.942 1.412 -4.305 0.000 0.027 0.018 0.0015
C 0.394 1.456 -3.582 -0.208 -0.022 -0.079 0.0013
C 0.212 1.631 -2.088 0.514 0.008 0.040 0.0178
O 0.112 2.720 -1.567 -0.209 -0.021 -0.008 0.0038
O 0.269 0.488 -1.421 0.070 0.173 0.038 0.0414
H 1.361 -2.610 -9.429 -0.004 -0.005 -0.001 0.0000
H -0.393 -4.367 -9.186 0.003 0.002 -0.001 0.0000
H -2.000 -4.210 -7.297 0.007 -0.001 -0.006 0.0000
H 0.784 0.143 -5.855 0.024 0.023 -0.021 0.0000
H -2.515 -0.040 -6.939 0.002 -0.011 0.005 0.0000
H -4.317 1.465 -6.215 0.002 -0.002 0.009 0.0000
H -3.964 2.970 -4.266 0.002 0.002 -0.007 0.0000
H -1.792 2.950 -3.098 0.003 0.007 -0.001 0.0000
H 0.971 2.309 -3.946 0.029 -0.009 0.027 -0.0001
H 0.961 0.543 -3.753 -0.031 -0.032 0.011 -0.0012
C 1.594 -3.578 -3.465 -0.011 -0.014 0.012 -0.0001
C 2.860 -2.847 -3.008 0.006 0.020 -0.009 0.0006
C 2.434 -2.190 -1.681 -0.029 0.081 -0.025 -0.0007
O 1.026 -2.390 -1.556 0.024 -0.134 0.087 0.0021
C 0.515 -2.713 -2.835 -0.040 0.061 -0.025 -0.0044
H 1.551 -4.582 -3.038 0.001 -0.003 -0.014 -0.0001
H 1.509 -3.659 -4.550 -0.009 0.020 -0.009 0.0000
H 3.136 -2.083 -3.738 0.008 -0.002 -0.006 0.0001
H 3.715 -3.511 -2.888 -0.006 -0.005 0.006 0.0000
H 2.649 -1.117 -1.671 -0.002 -0.009 0.014 0.0007
H 2.907 -2.634 -0.806 0.006 -0.025 -0.019 -0.0012
H 0.349 -1.802 -3.427 -0.021 0.016 -0.013 0.0022
H -0.445 -3.210 -2.696 -0.016 -0.044 -0.020 -0.0005



No. 2
10
Properties=species:S:1:pos:R:3:forces:R:3:mulliken_charge:R:1 method="wB97M-V/def2-TZVPD" e_homo_ev=-8.22 lumo_energy_ev=-1.7 max_force_ha_per_bohr=0.0801 charge=0 e_above_lowest_kcal_mol=81.4
C 0.938 1.119 1.748 -0.908 0.798 -0.331 -0.1102
C 0.222 -0.346 -0.579 -1.387 -0.165 1.517 0.5506
C -1.038 -0.952 -1.147 0.985 1.544 -3.691 -0.9294
N 1.342 -0.137 -0.931 2.059 1.340 0.262 -0.6241
P 2.360 1.628 1.069 -1.214 -1.562 -0.748 0.0999
S -0.381 0.178 1.237 0.152 -0.050 -0.030 -0.1685
H 0.409 1.653 2.584 1.170 -0.192 -0.074 0.2831
H -1.706 0.005 -1.408 1.093 -2.514 0.494 0.2707
H -1.458 -1.620 -0.440 -0.756 -0.504 0.469 0.3659
H -0.688 -1.529 -2.135 -1.195 1.305 2.133 0.2619



No. 3
11
Properties=species:S:1:pos:R:3:forces:R:3:mulliken_charge:R:1 method="wB97M-V/def2-TZVPD" e_homo_ev=-15.36 lumo_energy_ev=-4.0 max_force_ha_per_bohr=0.0719 charge=+1 e_above_lowest_kcal_mol=32.7
B 0.453 0.919 1.064 -0.844 0.414 2.271 0.3311
C -0.162 -0.648 0.499 -0.341 -0.504 0.904 -0.5979
N -0.639 -0.655 -0.999 1.421 -0.077 -0.911 -0.4288
O 0.869 1.584 0.011 0.636 0.333 -1.733 -0.4447
H 0.751 -1.170 0.298 0.838 -0.661 0.953 0.3204
H -0.856 -1.335 1.152 1.258 1.642 -1.431 0.3572
H 0.607 1.662 2.308 -0.602 -2.566 -2.595 0.0090
H 0.140 -0.256 -1.579 -0.646 0.131 0.855 0.3714
H -0.804 -1.566 -1.569 -0.372 1.537 2.008 0.3773
H -1.374 0.026 -1.035 -0.969 -0.033 -0.737 0.3504
H 1.393 2.400 0.037 -0.379 -0.217 0.416 0.3546



No. 4
124
Properties=species:S:1:pos:R:3:forces:R:3:mulliken_charge:R:1 method="wB97M-V/def2-TZVPD" e_homo_ev=-8.46 lumo_energy_ev=0.4 max_force_ha_per_bohr=0.0171 smiles="CCOCP(N)(S)(CCCCO)CCCC(=O)O.CCCCCC.CCCCCC.CCCCCC.CCCCCC" charge=0 e_above_lowest_kcal_mol=0.0
C 0.005 4.449 2.519 -0.281 0.017 -0.006 -1.1366
C 0.117 3.294 3.513 0.098 0.131 0.096 -0.2771
O 0.018 2.019 2.887 -0.011 0.022 0.009 -0.3854
C -1.206 1.735 2.276 0.213 -0.033 0.104 -0.9014
P -2.153 0.274 2.970 -0.412 -0.283 -0.722 1.1675
N -2.793 -0.158 1.314 0.154 0.108 0.217 -0.9991
S -1.523 0.759 5.120 0.031 0.014 0.359 -0.3155
C -1.266 -1.330 3.041 0.121 -0.265 0.037 -0.7946
C -1.760 -2.315 4.123 -0.031 0.007 0.026 -0.5794
C -0.683 -2.738 5.130 0.017 0.032 -0.212 -0.7477
C 0.138 -3.956 4.702 0.110 -0.053 0.022 -0.2745
O 1.475 -3.563 4.369 -0.059 0.102 -0.087 -0.5979
C -3.921 0.392 3.517 -0.074 0.448 0.026 -1.2964
C -4.403 1.409 4.552 -0.201 -0.037 0.074 -1.0585
C -4.061 2.865 4.219 0.069 -0.046 0.058 1.0198
C -4.626 3.797 5.256 -0.132 -0.144 0.019 -0.0332
O -4.009 4.305 6.150 0.089 0.197 -0.019 -0.5520
O -5.959 3.987 5.097 0.033 0.214 -0.336 -0.4435
H -1.002 4.870 2.488 -0.028 -0.045 -0.002 0.3508
H 0.676 5.264 2.786 0.062 -0.036 -0.039 0.3667
H 0.238 4.098 1.514 0.212 0.075 0.008 0.2073
H -0.620 3.380 4.316 -0.049 -0.051 -0.027 0.2967
H 1.096 3.294 3.991 0.052 -0.054 -0.063 0.4978
H -1.021 1.488 1.230 0.016 -0.035 -0.001 0.5391
H -1.897 2.585 2.291 -0.047 -0.029 0.009 0.4784
H -3.260 0.617 0.850 -0.051 -0.070 -0.024 0.2802
H -2.045 -0.464 0.698 -0.082 0.046 -0.075 -0.0705
H -0.213 0.529 4.979 0.027 0.042 -0.058 0.1368
H -1.372 -1.799 2.066 0.081 0.033 -0.041 0.1490
H -0.206 -1.112 3.193 -0.034 0.118 0.022 0.6577
H -2.141 -3.204 3.613 -0.076 -0.002 0.049 0.4080
H -2.602 -1.897 4.674 0.030 0.085 -0.014 0.1891
H -1.145 -2.910 6.103 0.024 -0.059 -0.004 0.4580
H 0.026 -1.918 5.246 -0.048 0.000 0.238 0.2557
H 0.190 -4.685 5.516 0.008 -0.017 -0.016 0.2570
H -0.323 -4.454 3.844 -0.051 -0.014 0.045 0.1859
H 1.721 -3.957 3.530 0.026 -0.059 0.019 0.3177
H -4.180 -0.616 3.847 0.063 -0.042 -0.029 0.3293
H -4.492 0.559 2.606 0.007 -0.095 -0.050 0.6408
H -4.078 1.165 5.562 0.157 0.026 -0.024 0.4452
H -5.494 1.331 4.559 -0.002 -0.063 0.067 0.5990
H -2.984 3.019 4.221 0.005 -0.040 0.002 -0.5546
H -4.476 3.127 3.243 0.022 0.002 0.001 0.3892
H -6.210 4.747 5.641 -0.018 -0.195 0.251 0.3427
C 2.588 4.962 -3.184 -0.049 0.049 0.020 -0.9400
C 2.967 5.562 -1.834 0.020 -0.006 -0.026 -0.2448
C 4.332 5.100 -1.326 0.007 0.000 0.013 -0.7348
C 4.454 3.592 -1.095 -0.005 0.009 -0.019 -0.8857
C 3.426 3.011 -0.126 0.031 -0.012 0.020 -0.2119
C 3.513 3.592 1.281 -0.096 -0.050 -0.006 -0.8900
H 2.507 3.875 -3.137 0.010 -0.003 -0.003 0.2275
H 1.627 5.348 -3.528 0.003 -0.005 -0.014 0.4657
H 3.335 5.209 -3.942 0.010 -0.025 0.001 0.0652
H 2.194 5.323 -1.098 0.011 0.008 0.017 0.0817
H 2.979 6.652 -1.917 -0.015 0.000 0.003 0.3642
H 4.564 5.632 -0.399 0.006 -0.012 0.006 0.3211
H 5.100 5.404 -2.045 -0.010 0.009 -0.007 0.3923
H 5.459 3.378 -0.719 -0.006 -0.006 0.011 0.3850
H 4.375 3.069 -2.052 0.004 0.010 -0.007 0.3321
H 3.571 1.928 -0.074 -0.017 -0.002 0.001 0.4295
H 2.416 3.160 -0.519 -0.001 -0.009 -0.012 0.1439
H 4.502 3.427 1.713 0.009 0.025 -0.010 0.3638
H 2.778 3.119 1.935 0.021 0.007 0.025 0.0343
H 3.317 4.666 1.287 0.011 0.003 0.006 0.2834
C -2.986 -7.123 2.598 -0.013 -0.028 -0.001 -0.9385
C -2.985 -8.137 3.737 -0.003 0.043 -0.005 -0.4421
C -1.746 -8.048 4.627 0.004 -0.010 0.008 -0.6130
C -0.421 -8.319 3.910 0.030 0.058 0.018 -0.4398
C -0.320 -9.682 3.226 0.001 -0.013 0.021 -0.5189
C -0.437 -10.856 4.192 -0.017 -0.003 -0.032 -1.2232
H -2.149 -7.280 1.915 0.002 0.002 0.000 0.2615
H -3.903 -7.190 2.010 -0.003 0.009 0.003 0.3964
H -2.914 -6.103 2.986 0.018 0.002 -0.004 0.0912
H -3.081 -9.147 3.329 0.004 -0.007 0.011 0.2726
H -3.870 -7.977 4.358 -0.006 -0.013 -0.005 0.3648
H -1.856 -8.741 5.465 0.002 -0.004 -0.004 0.3315
H -1.701 -7.048 5.070 -0.002 0.001 -0.001 0.2560
H 0.390 -8.230 4.639 0.004 0.001 -0.005 0.3947
H -0.244 -7.534 3.168 0.005 -0.003 -0.003 0.2196
H 0.641 -9.738 2.709 -0.008 -0.004 -0.015 0.3873
H -1.086 -9.769 2.450 0.002 0.014 -0.006 0.2528
H 0.336 -10.804 4.962 -0.013 0.007 0.014 0.2934
H -0.324 -11.807 3.670 0.009 -0.001 0.004 0.3820
H -1.406 -10.872 4.694 0.001 0.002 0.003 0.2827
C 1.411 6.955 -9.674 -0.009 -0.030 0.006 -1.2326
C 1.389 6.330 -8.283 -0.009 0.029 -0.011 -0.3834
C 2.447 6.901 -7.341 0.009 -0.004 0.018 -0.2862
C 3.893 6.695 -7.798 -0.008 0.010 -0.013 -0.7243
C 4.291 5.237 -8.029 0.018 0.011 0.036 -0.4189
C 4.175 4.378 -6.775 0.001 -0.020 -0.043 -1.0693
H 2.358 6.771 -10.184 0.002 0.003 0.000 0.2821
H 0.618 6.548 -10.302 -0.004 0.008 -0.001 0.3839
H 1.269 8.037 -9.616 0.019 0.004 -0.003 0.2966
H 1.511 5.247 -8.369 0.000 -0.004 0.017 0.2438
H 0.404 6.488 -7.836 -0.003 -0.013 -0.003 0.3820
H 2.312 6.462 -6.348 0.011 0.001 0.002 -0.0357
H 2.272 7.975 -7.220 -0.009 -0.001 -0.006 0.3976
H 4.558 7.127 -7.043 0.010 -0.010 -0.004 0.3709
H 4.073 7.262 -8.715 -0.013 0.007 0.001 0.3275
H 5.322 5.213 -8.390 -0.003 -0.014 -0.007 0.3564
H 3.681 4.803 -8.827 -0.003 0.019 -0.012 0.2488
H 4.797 4.782 -5.972 -0.015 -0.003 0.015 0.2391
H 4.500 3.354 -6.964 0.009 0.003 0.001 0.4192
H 3.147 4.334 -6.412 0.005 -0.009 0.016 0.2278
C -1.797 -4.738 -4.240 0.026 0.011 -0.014 -1.1895
C -0.488 -4.432 -3.518 -0.025 -0.025 0.001 -0.4607
C -0.682 -3.962 -2.077 0.028 0.017 0.012 -0.8271
C -1.482 -2.667 -1.928 -0.022 0.007 0.032 0.0818
C -0.906 -1.461 -2.668 0.021 0.021 0.049 -0.4810
C 0.487 -1.062 -2.191 -0.013 0.006 -0.035 -1.0951
H -2.428 -3.853 -4.325 -0.003 -0.001 0.001 0.2854
H -1.612 -5.106 -5.250 -0.003 -0.007 0.002 0.3817
H -2.365 -5.503 -3.705 -0.013 0.013 0.007 0.2918
H 0.073 -3.682 -4.083 0.013 0.002 0.011 0.2411
H 0.134 -5.330 -3.509 0.008 0.006 -0.010 0.3684
H 0.299 -3.843 -1.608 -0.002 0.009 0.004 0.3426
H -1.191 -4.750 -1.513 -0.001 -0.006 -0.009 0.4083
H -1.550 -2.423 -0.861 -0.017 -0.011 0.002 -0.2638
H -2.510 -2.832 -2.260 -0.002 -0.003 0.008 0.3853
H -1.586 -0.615 -2.530 -0.005 0.002 -0.025 0.3699
H -0.884 -1.656 -3.744 -0.009 -0.006 -0.001 0.3379
H 0.483 -0.835 -1.122 0.010 -0.018 0.007 0.1998
H 0.845 -0.176 -2.717 -0.001 0.007 0.010 0.3706
H 1.214 -1.857 -2.358 0.000 -0.002 0.006 0.2868